# 1
Below is a molecular structure, C4H6N2 in a non-equilibrium geometry, with properties calculated with the ωB97M-V functional and the def2-TZVPD basis.

Structure (XYZ):
```
12
Properties=species:S:1:pos:R:3
C 0.8440 1.0998 0.0547
C 0.6670 -0.2944 -0.3342
C -0.6644 -0.9647 -0.4214
C -1.8993 -0.2102 -0.0229
H 2.1742 1.3323 -0.2281
H 0.6982 1.2523 1.5546
H 0.0738 1.9445 -0.5752
H 1.3387 -0.5901 -1.2154
H 0.1766 -0.9357 1.5684
H -0.9595 -1.7178 -1.1872
N 0.3718 -1.3422 0.6337
N -2.8211 0.4261 0.1732
```

The calculation puts the HOMO energy at -10.1006 eV. The net charge is 0. The value obtained for the HOMO-LUMO gap is 10.8 eV. The calculation puts the energy relative to the best compared isomer or geometry (same formula, charge and spin) at 468.27 kJ/mol. As for the maximum force: 5.1 eV Å⁻¹.

Atom charges from the Löwdin analysis, given in e for atoms 1 to 6: C -0.134; C -0.500; C -0.236; C -0.200; H 0.150; H 0.190

---

# 2
Below is a gas-phase ion, C6H10O (charge +1), with properties calculated with the ωB97M-V functional and the def2-TZVPD basis.

Structure (XYZ):
```
17
Properties=species:S:1:pos:R:3
C 0.1985 1.9507 -1.3892
C -0.0299 0.9978 -0.2770
C -0.4998 -0.2649 -0.5463
C -0.5446 -1.2754 0.4441
C -0.0865 -2.5499 0.1891
O -0.1132 -3.4324 1.1563
C 0.2758 1.5217 1.0793
H 1.1295 2.5119 -1.3176
H 0.1988 1.4952 -2.3832
H -0.6274 2.6706 -1.3577
H -0.6975 -0.5709 -1.5666
H -0.9786 -1.0637 1.4125
H 0.2562 -2.8955 -0.7818
H 0.4523 -4.2019 0.9914
H -0.5436 1.3552 1.7662
H 0.4108 2.6064 1.0572
H 1.1991 1.1453 1.5232
```

The spin multiplicity is 2. The calculation puts the HOMO energy (spin up / spin down) at -13.5917 / -14.9127 eV. The net charge is +1. The value obtained for the HOMO-LUMO gap (spin up / spin down) is 9.6 / 7.9 eV. The calculation puts the energy relative to the best compared isomer or geometry (same formula, charge and spin) at 30.54 kJ/mol. As for the maximum force: 1.0 eV Å⁻¹.

Atom charges from the Löwdin analysis, given in e for atoms 1 to 6: C -0.024; C -0.237; C -0.011; C 0.010; C -0.082; O 0.141

---

# 3
Below is 2 unconnected molecules or ions with the total composition C5H12O in a non-equilibrium geometry, with properties calculated with the ωB97M-V functional and the def2-TZVPD basis.

Structure (XYZ):
```
18
Properties=species:S:1:pos:R:3
C -1.1258 1.7671 -1.6280
C -0.7600 0.6723 -0.5984
C 0.6462 0.1466 -0.5989
C 1.0995 -1.0982 -1.3009
C 2.1553 -1.1247 -2.1891
H -1.2224 1.4078 -2.6496
H -0.5962 2.7084 -1.4981
H -2.1532 1.9862 -1.3130
H -1.4327 -0.1853 -0.7022
H -0.8218 1.1791 0.3693
H 1.3774 0.8501 -1.0155
H 1.0761 -0.1023 0.4065
H 0.4670 -1.9674 -1.1006
H 2.8219 -0.2638 -2.1582
H 2.2907 -1.9468 -2.8777
H -1.4270 -1.2863 7.0506
H -1.4813 -1.4651 5.5378
O -0.9137 -1.2777 6.2663
```

The spin multiplicity is 2. The calculation puts the HOMO energy (spin up / spin down) at -13.4473 / -13.4473 eV. The net charge is +1. The value obtained for the HOMO-LUMO gap (spin up / spin down) is 8.3 / 4.5 eV. The calculation puts the energy relative to the best compared isomer or geometry (same formula, charge and spin) at 175.36 kJ/mol. As for the maximum force: 3.8 eV Å⁻¹.

Atom charges from the Löwdin analysis, given in e for atoms 1 to 6: C -0.073; C -0.224; C -0.175; C 0.032; C 0.253; H 0.079

---

# 4
Below is a single C4H6F2N4O2 molecule in a non-equilibrium geometry, with properties calculated with the ωB97M-V functional and the def2-TZVPD basis.

Structure (XYZ):
```
18
Properties=species:S:1:pos:R:3
C 0.7006 0.3429 0.1061
C -0.5016 -0.3384 0.1100
C 0.6113 1.8432 0.1672
C -0.6407 -1.7629 0.1135
N 1.7507 -0.5104 0.2135
N -1.5972 0.4252 0.1389
N 2.8644 -0.3783 -0.1262
N -2.7365 0.1814 -0.2124
O 3.8379 -1.0498 -0.0854
O -3.8087 1.1316 -0.0900
F 3.1799 1.0788 -0.6661
F -3.1583 -1.2560 -0.4379
H 1.4348 2.4410 -0.2842
H -0.2640 2.1294 -0.4764
H 0.4472 2.3674 1.1343
H -1.3809 -2.0083 0.8476
H 0.2067 -2.3110 0.3007
H -0.9459 -2.3255 -0.7532
```

The calculation puts the HOMO energy (spin up / spin down) at -9.4745 / -9.4718 eV. The net charge is 0. The value obtained for the HOMO-LUMO gap (spin up / spin down) is 7.3 / 7.3 eV. The calculation puts the energy relative to the best compared isomer or geometry (same formula, charge and spin) at 177.61 kJ/mol. As for the maximum force: 6.9 eV Å⁻¹.

Atom charges from the Löwdin analysis, given in e for atoms 1 to 6: C -0.172; C -0.259; C -0.031; C -0.036; N 0.173; N 0.147